101
Properties=species:S:1:pos:R:3:forces:R:3 method="wB97M-V/def2-TZVPD" e_tot_ha=-4965.0623 charge=0 molar_mass_g_mol=1040.982 homo_lumo_gap_ev=10.1 smiles="CC[C@H](Cl)[C@](CC(C)C)(OC(=O)COCOCCO)[PH2]=O.FC(F)C(F)(F)COC(F)(F)C(F)F.FC(F)C(F)(F)COC(F)(F)C(F)F.FC(F)C(F)(F)COC(F)(F)C(F)F"
C 0.979 2.472 4.263 -0.9 -0.5 0.5
C 1.412 0.963 3.973 0.8 0.3 1.1
C 2.761 0.805 3.123 -1.0 -1.5 -0.7
Cl 4.148 1.844 3.702 -0.9 -0.6 -0.2
C 2.493 0.907 1.521 2.0 -0.7 0.8
C 3.808 1.220 0.678 0.5 0.6 -0.2
C 3.606 1.247 -0.910 1.6 0.7 -0.7
C 4.300 -0.032 -1.640 -1.9 -0.1 -0.2
C 4.377 2.540 -1.526 0.5 -0.6 0.1
O 1.345 1.723 1.202 1.5 1.7 -0.6
C 1.646 3.091 1.072 0.6 2.0 0.3
O 2.413 3.760 1.769 -1.8 -2.4 -1.7
C 0.845 3.883 -0.082 -1.1 -0.2 1.5
O -0.035 3.024 -0.833 2.0 1.3 -0.8
C 0.397 3.095 -2.207 -0.5 0.0 -1.1
O -0.246 2.042 -2.928 0.8 0.8 1.3
C -0.343 0.832 -2.138 -0.5 -1.1 -1.3
C -0.316 -0.393 -3.197 0.7 1.3 1.5
O -0.606 -1.582 -2.427 0.6 1.4 -0.7
P 1.972 -0.880 1.018 -5.8 0.9 0.8
O 0.427 -0.929 1.240 3.0 -0.3 -0.5
H 0.082 2.702 3.602 1.6 0.1 0.8
H 0.599 2.523 5.346 0.4 -0.1 -1.6
H 1.808 3.237 4.189 -1.0 -1.1 -0.2
H 1.634 0.488 4.995 -0.2 0.6 -1.5
H 0.562 0.341 3.522 1.3 1.0 0.3
H 3.097 -0.282 3.286 -0.1 1.7 -0.1
H 4.281 2.226 0.962 -0.9 -1.5 0.0
H 4.610 0.437 0.938 -1.3 1.0 -0.2
H 2.521 1.373 -1.212 1.2 -0.5 0.6
H 4.877 0.275 -2.572 -0.6 -0.4 1.4
H 3.430 -0.678 -2.006 1.3 0.5 0.3
H 4.905 -0.669 -0.925 -0.5 0.9 -0.9
H 4.404 3.418 -0.800 -0.2 -1.0 -1.1
H 3.956 2.839 -2.546 0.4 -0.3 1.5
H 5.461 2.223 -1.734 -1.5 0.6 0.5
H 0.170 4.646 0.451 1.2 -1.0 -0.6
H 1.562 4.489 -0.717 -0.6 -1.0 0.8
H 0.102 4.114 -2.652 0.1 -1.5 0.4
H 1.529 3.014 -2.350 -1.2 -0.1 0.7
H -1.328 0.883 -1.569 1.4 -0.4 -0.5
H 0.542 0.648 -1.446 -1.2 0.6 -0.6
H -1.044 -0.192 -4.038 0.8 -0.6 1.1
H 0.771 -0.430 -3.566 -1.6 0.0 0.0
H 0.128 -1.620 -1.767 -1.3 0.0 -0.8
H 2.523 -1.866 1.893 0.8 0.5 -0.7
H 2.173 -1.134 -0.373 0.9 0.1 0.8
F -4.863 4.955 3.477 0.2 0.1 -0.1
C -4.106 3.911 3.855 -0.5 -0.4 0.5
F -4.300 3.764 5.190 0.3 -0.1 0.0
C -2.619 4.116 3.557 0.6 0.8 -0.2
F -2.117 5.151 4.270 -0.3 -0.1 0.0
F -1.956 3.006 3.993 -0.7 -0.1 -0.1
C -2.241 4.301 2.069 0.5 -0.2 -0.5
O -2.045 5.643 1.598 -1.2 0.3 0.5
C -3.181 6.373 1.188 0.9 -1.5 -0.5
F -4.241 5.550 1.098 -0.2 0.4 0.1
F -2.922 6.785 -0.072 0.0 0.4 0.3
C -3.445 7.597 2.072 -0.1 0.7 0.4
F -3.633 7.256 3.362 0.1 -0.2 -0.2
F -4.568 8.242 1.671 0.1 -0.3 -0.3
H -4.485 3.010 3.363 0.2 0.0 -0.1
H -1.255 3.840 1.955 -0.1 0.1 0.2
H -2.891 3.729 1.403 -0.2 0.2 0.2
H -2.609 8.298 2.026 0.1 -0.1 -0.2
F 1.052 -3.790 -3.486 0.3 -0.1 0.1
C 1.149 -4.067 -2.178 -0.8 0.2 -0.1
F 1.371 -2.875 -1.550 0.9 -0.5 0.5
C 2.281 -5.046 -1.861 0.8 -0.3 -0.4
F 3.488 -4.510 -2.169 -0.2 0.2 0.0
F 2.291 -5.235 -0.509 -0.4 0.1 -0.1
C 2.175 -6.445 -2.506 0.1 -0.8 0.1
O 2.930 -6.678 -3.705 -0.6 1.2 -0.5
C 2.356 -6.289 -4.934 -0.4 -1.2 1.4
F 1.062 -5.977 -4.751 0.1 0.3 -0.4
F 2.365 -7.393 -5.713 0.3 0.3 -0.2
C 3.150 -5.178 -5.630 0.5 0.5 -0.4
F 3.245 -4.071 -4.864 -0.1 -0.2 0.2
F 2.541 -4.805 -6.781 -0.2 -0.4 0.1
H 0.186 -4.451 -1.831 0.1 0.0 0.1
H 2.614 -7.139 -1.784 0.1 0.2 -0.1
H 1.139 -6.775 -2.611 0.0 0.3 -0.1
H 4.163 -5.513 -5.866 -0.1 -0.2 0.1
F -4.739 -3.174 -1.072 0.0 -0.1 0.2
C -3.452 -2.857 -1.300 0.1 0.3 -0.9
F -3.113 -3.464 -2.467 0.2 -0.1 0.2
C -2.518 -3.315 -0.177 0.0 -0.4 0.8
F -2.504 -4.668 -0.075 -0.2 0.0 -0.2
F -1.254 -2.953 -0.526 -0.4 -0.1 0.3
C -2.782 -2.708 1.219 0.5 0.3 0.7
O -3.536 -3.500 2.152 -1.1 -0.2 -1.0
C -4.943 -3.442 2.084 1.6 1.1 0.3
F -5.317 -2.434 1.276 -0.4 -0.3 0.0
F -5.361 -3.100 3.323 -0.2 -0.4 -0.1
C -5.571 -4.786 1.697 -0.3 -0.7 -0.1
F -5.129 -5.222 0.499 0.2 0.2 0.1
F -6.918 -4.674 1.599 0.1 0.3 0.2
H -3.380 -1.777 -1.454 0.2 0.0 0.1
H -1.800 -2.614 1.692 -0.1 -0.1 -0.2
H -3.159 -1.685 1.161 -0.1 -0.2 -0.2
H -5.339 -5.552 2.441 0.1 0.2 0.1